# C42H58BrClFNO8S2

3 unconnected molecules or ions with the total composition C42H58BrClFNO8S2 at a distorted geometry (wB97M-V/def2-TZVPD, the Open Molecules 2025 dataset).

Element x y z (Å)
C1 -5.535 -4.135 2.621
C2 -7.193 -4.256 2.720
C3 -7.911 -4.375 1.241
C4 -7.358 -3.249 0.160
C5 -8.529 -2.789 -0.919
C6 -8.022 -1.509 -1.818
C7 -7.989 -0.208 -0.767
C8 -8.761 1.022 -1.529
C9 -7.984 1.470 -2.911
C10 -7.757 3.097 -3.060
C11 -6.188 3.548 -3.225
C12 -5.493 4.059 -1.826
C13 -5.407 2.839 -0.717
C14 -3.932 2.056 -0.787
C15 -3.619 0.904 -1.921
C16 -2.120 0.240 -1.926
C17 -1.001 0.753 -0.793
C18 -1.306 1.867 0.372
N1 -0.225 2.231 1.369
C19 0.197 3.681 1.276
C20 1.396 4.340 2.236
O1 -0.330 4.556 0.374
C21 -0.700 1.842 2.752
C22 -1.121 0.243 2.962
O2 -0.857 2.654 3.801
C23 -2.837 2.534 0.362
C24 0.521 0.069 -0.893
O3 1.186 -0.325 0.197
C25 1.084 -0.113 -2.457
C26 -0.036 -0.656 -3.574
C27 0.330 -0.913 -5.163
C28 1.880 -0.592 -5.621
F1 2.208 -0.784 -7.075
C29 3.000 -0.036 -4.512
Br1 4.836 0.349 -5.314
C30 2.644 0.215 -2.908
C31 3.768 0.792 -1.864
Cl1 3.093 2.361 -1.066
C32 4.338 -0.298 -0.781
C33 5.915 0.150 -0.448
C34 -1.595 -0.907 -3.024
O4 -2.332 -1.958 -3.416
H1 -5.232 -3.078 2.155
H2 -5.139 -5.024 1.954
H3 -5.004 -4.229 3.662
H4 -7.592 -3.360 3.362
H5 -7.392 -5.282 3.290
H6 -9.089 -4.210 1.330
H7 -7.762 -5.481 0.869
H8 -6.929 -2.322 0.751
H9 -6.468 -3.699 -0.492
H10 -9.444 -2.403 -0.273
H11 -8.790 -3.731 -1.566
H12 -6.911 -1.719 -2.143
H13 -8.718 -1.248 -2.723
H14 -8.498 -0.481 0.277
H15 -6.856 -0.022 -0.540
H16 -9.871 0.700 -1.742
H17 -8.771 1.975 -0.812
H18 -8.568 1.122 -3.874
H19 -6.895 0.988 -2.992
H20 -8.190 3.694 -2.127
H21 -8.341 3.490 -4.023
H22 -5.560 2.623 -3.601
H23 -6.145 4.449 -3.996
H24 -6.210 4.876 -1.366
H25 -4.459 4.592 -2.028
H26 -6.286 2.069 -0.779
H27 -5.495 3.360 0.348
H28 -4.382 0.524 -2.723
H29 1.564 5.498 2.000
H30 1.130 4.294 3.384
H31 2.409 3.802 1.998
H32 -2.270 0.061 2.784
H33 -0.921 -0.042 4.097
H34 -0.507 -0.481 2.272
H35 -3.120 3.344 1.177
H36 -0.451 -1.274 -5.966
H37 4.713 1.164 -2.491
H38 3.794 -0.265 0.276
H39 4.353 -1.419 -1.181
H40 6.454 -0.636 0.257
H41 5.819 1.138 0.211
H42 6.526 0.419 -1.409
O5 7.244 -2.549 0.664
S1 8.170 -2.980 -0.362
O6 8.167 -2.415 -1.697
C35 9.824 -2.890 0.296
C36 10.044 -4.247 0.947
C37 9.469 -5.272 -0.029
C38 8.101 -4.762 -0.478
H43 9.902 -2.058 0.998
H44 10.510 -2.739 -0.543
H45 11.103 -4.428 1.149
H46 9.503 -4.299 1.899
H47 10.133 -5.362 -0.898
H48 9.390 -6.264 0.427
H49 7.883 -5.050 -1.509
H50 7.305 -5.114 0.184
O7 8.483 1.233 2.015
S2 7.425 2.091 2.504
O8 6.377 2.598 1.641
C39 6.675 1.312 3.920
C40 7.502 1.801 5.100
C41 7.735 3.290 4.853
C42 8.162 3.452 3.395
H51 6.693 0.227 3.803
H52 5.642 1.666 3.989
H53 6.991 1.621 6.050
H54 8.464 1.275 5.127
H55 6.801 3.839 5.027
H56 8.488 3.700 5.533
H57 7.808 4.397 2.975
H58 9.248 3.380 3.286

Calculated values
Kohn-Sham gap = 7.1 eV
SMILES = CCCCCCCCCCCCCc1cc2c(c(N(C(C)=O)C(C)=O)c1)C(=O)c1c(cc(F)c(Br)c1[C@@H](Cl)CC)C2=O.O=S1(=O)CCCC1.O=S1(=O)CCCC1
calculated total energy = -6221.25073 Eh
HOMO energy = -8.75 eV